[1]
14
Properties=species:S:1:pos:R:3:lowdin_charge:R:1 method="wB97M-V/def2-TZVPD" spin_multiplicity=1 homo_lumo_gap_ev=8.282 e_homo_ev=-7.7 lumo_energy_ev=0.57 total_charge=0
C 1.37 0.38 0.10 -0.24
C 0.44 -0.82 -0.14 -0.44
P -1.24 -0.57 -0.02 0.19
O -2.04 -1.93 -0.40 -0.33
P -2.16 0.99 -1.21 0.65
S -2.26 -0.06 1.88 0.35
H 1.86 0.55 -0.79 0.01
H 2.10 0.20 0.87 0.05
H 0.89 1.33 0.54 0.09
H 0.87 -1.81 0.42 0.10
H -1.74 -2.25 -1.27 0.06
H -0.86 1.45 -1.59 -0.12
H -2.41 1.81 -0.18 -0.20
H -1.20 -0.68 2.49 -0.19

=====

[2]
54
Properties=species:S:1:pos:R:3:lowdin_charge:R:1 method="wB97M-V/def2-TZVPD" spin_multiplicity=1 homo_lumo_gap_ev=9.338 e_homo_ev=-10.1 lumo_energy_ev=-0.80 total_charge=0
Zr -0.32 1.27 1.43 1.28
Cl 1.02 3.22 2.12 -0.08
Cl 0.37 0.16 -0.67 -0.13
C -0.34 -2.10 4.54 -0.07
C 0.31 -0.75 4.17 -0.40
O -0.28 -0.07 3.11 -0.45
H 0.23 -2.55 5.36 0.08
H -0.32 -2.74 3.67 0.04
H -1.36 -1.91 4.88 0.03
H 0.35 -0.06 5.01 0.11
H 1.37 -0.99 4.03 0.08
C -4.40 3.02 0.05 -0.10
C -3.42 2.97 1.18 -0.40
O -2.27 2.14 1.11 -0.48
H -5.20 3.70 0.35 0.08
H -4.76 2.04 -0.25 0.07
H -4.01 3.42 -0.88 0.06
H -3.08 3.99 1.37 0.09
H -4.05 2.77 2.05 0.10
C -3.05 -3.43 -1.93 -1.41
Br -3.24 -1.68 -2.89 0.47
Br -1.42 -3.47 -0.78 0.45
Br -2.96 -4.95 -3.29 0.48
H -3.92 -3.52 -1.28 -0.04
C 4.63 2.29 1.76 -1.53
Br 5.39 1.47 0.13 0.51
Br 6.01 3.35 2.66 0.54
Br 3.92 0.83 2.89 0.52
H 3.86 3.01 1.47 -0.07
C 5.55 -1.33 -4.03 -1.45
Br 6.17 -2.84 -2.90 0.51
Br 7.06 -0.16 -4.58 0.53
Br 4.26 -0.25 -2.96 0.45
H 5.03 -1.71 -4.91 -0.02
C -5.01 -0.75 2.60 -1.45
Br -6.66 -1.84 2.28 0.51
Br -3.75 -1.20 1.11 0.52
Br -4.32 -0.96 4.45 0.56
H -5.17 0.30 2.38 -0.04
C 0.42 -1.08 -4.95 -1.46
Br 1.34 -0.98 -6.72 0.51
Br -0.01 -2.99 -4.50 0.49
Br -1.18 0.07 -4.88 0.50
H 1.14 -0.57 -4.31 -0.06
C 2.64 -4.25 -0.13 -1.52
Br 4.52 -4.48 0.32 0.55
Br 2.51 -3.10 -1.74 0.47
Br 1.62 -3.60 1.40 0.55
H 2.22 -5.24 -0.31 -0.02
C 0.50 5.20 -1.90 -1.51
Br -1.16 5.15 -0.80 0.55
Br 0.95 3.43 -2.57 0.52
Br 2.00 6.02 -0.89 0.53
H 0.25 5.71 -2.83 -0.03

=====

[3]
96
Properties=species:S:1:pos:R:3:lowdin_charge:R:1 method="wB97M-V/def2-TZVPD" spin_multiplicity=4 homo_lumo_gap_ev="6.750 / 5.296" e_homo_ev="-9.4 / -9.3" lumo_energy_ev="-2.66 / -3.98" total_charge=+1
Tc -0.24 1.03 -0.94 0.88
C -1.01 4.21 2.74 -0.02
N -1.70 4.42 1.48 -0.14
C -2.73 5.44 1.43 -0.03
C -1.45 3.59 0.44 -0.41
N -0.67 2.57 0.50 -0.02
N -2.06 3.95 -0.76 0.16
C -2.36 3.13 -1.83 -0.53
N -3.07 3.74 -2.82 0.19
N -2.05 1.89 -1.85 -0.06
H -1.18 5.07 3.38 0.10
H 0.07 4.12 2.59 0.10
H -1.37 3.31 3.26 0.10
H -2.97 5.75 2.45 0.10
H -3.65 5.06 0.98 0.10
H -2.39 6.33 0.89 0.10
H -0.28 2.40 1.42 0.06
H -2.37 4.90 -0.83 0.14
H -3.16 4.73 -2.87 0.12
H -3.17 3.24 -3.69 0.12
H -2.35 1.41 -2.69 0.08
C -5.50 -2.02 0.70 -0.18
Si -4.31 -2.38 -0.74 0.43
C -4.63 -4.11 -1.43 -0.17
C -4.51 -1.02 -2.06 -0.20
C -2.53 -2.26 -0.08 -0.52
Te -2.23 -0.23 0.52 1.32
C -1.79 -0.69 2.58 -0.54
Si -0.13 -1.59 2.96 0.49
C 0.59 -2.46 1.44 -0.18
C 1.01 -0.21 3.63 -0.16
C -0.54 -2.84 4.33 -0.18
H -6.53 -1.99 0.36 0.03
H -5.28 -1.06 1.18 0.01
H -5.44 -2.79 1.46 0.03
H -5.59 -4.15 -1.94 0.03
H -4.66 -4.84 -0.62 0.03
H -3.86 -4.44 -2.13 0.02
H -5.31 -1.24 -2.76 0.03
H -3.59 -0.89 -2.64 0.00
H -4.74 -0.06 -1.60 0.01
H -1.77 -2.50 -0.82 0.00
H -2.37 -2.89 0.79 0.01
H -2.64 -1.28 2.91 0.01
H -1.84 0.26 3.11 -0.01
H 0.57 -1.82 0.56 -0.02
H 0.06 -3.38 1.21 0.03
H 1.62 -2.73 1.63 0.03
H 1.28 0.49 2.84 0.00
H 1.94 -0.63 4.02 0.03
H 0.54 0.34 4.44 0.03
H -1.27 -3.58 4.00 0.03
H -0.95 -2.35 5.21 0.03
H 0.35 -3.37 4.64 0.03
N -2.41 -4.84 -8.53 0.18
C -2.02 -4.29 -7.61 -0.19
C -1.57 -3.59 -6.46 -0.22
C -0.38 -2.86 -6.49 -0.01
C 0.01 -2.14 -5.38 0.00
C -0.79 -2.13 -4.22 -0.24
C -1.96 -2.89 -4.20 -0.02
C -2.36 -3.61 -5.30 -0.01
C -0.44 -1.30 -3.13 -0.09
C -0.18 -0.48 -2.26 -0.24
H 0.22 -2.86 -7.38 0.13
H 0.92 -1.56 -5.39 0.12
H -2.57 -2.89 -3.30 0.08
H -3.27 -4.18 -5.30 0.12
C 7.07 0.85 7.05 -0.07
C 6.22 0.70 5.84 -0.74
O 5.11 0.24 5.79 0.03
S 7.05 1.30 4.37 1.03
C 5.78 1.03 3.16 -0.52
C 5.36 -0.25 2.85 -0.08
C 4.31 -0.44 1.97 -0.01
C 3.69 0.67 1.38 -0.25
C 4.17 1.96 1.66 -0.01
C 5.20 2.14 2.55 -0.08
C 2.54 0.55 0.58 -0.10
C 1.48 0.55 -0.05 -0.25
H 7.30 -0.14 7.45 0.10
H 6.52 1.39 7.82 0.09
H 8.00 1.37 6.82 0.06
H 5.84 -1.10 3.31 0.12
H 3.97 -1.43 1.72 0.12
H 3.70 2.81 1.17 0.12
H 5.57 3.13 2.78 0.11
Te 1.09 2.81 -2.61 0.85
C 2.68 1.76 -3.44 -1.03
C 3.13 0.52 -3.10 -0.26
C 4.23 0.11 -3.89 -0.19
C 4.59 1.03 -4.82 -0.42
S 3.60 2.43 -4.75 0.92
H 2.68 -0.07 -2.32 0.06
H 4.73 -0.84 -3.77 0.10
H 5.38 0.98 -5.55 0.06

=====

[4]
68
Properties=species:S:1:pos:R:3:lowdin_charge:R:1 method="wB97M-V/def2-TZVPD" spin_multiplicity=5 homo_lumo_gap_ev="6.443 / 3.975" e_homo_ev="-12.3 / -14.1" lumo_energy_ev="-5.85 / -10.09" total_charge=+2
Ir 0.75 -1.20 -0.53 1.19
O 3.03 -1.80 1.04 -0.04
N 2.60 -1.09 -0.11 -0.30
C 3.57 -0.38 -0.68 -0.08
C 3.45 1.06 -0.91 -0.20
C 4.55 1.88 -1.27 0.00
C 4.57 3.26 -0.98 -0.03
C 3.58 3.77 -0.12 -0.02
C 2.40 3.01 0.14 -0.05
C 2.31 1.72 -0.36 -0.31
P 0.68 0.96 -0.46 0.92
C -0.23 1.69 1.00 -0.33
C 0.44 1.61 2.22 -0.11
C -0.13 2.12 3.42 -0.05
C -1.34 2.79 3.41 -0.03
C -2.00 2.90 2.16 -0.03
C -1.48 2.31 0.99 -0.09
C 0.21 1.42 -2.20 -0.35
C 0.36 0.56 -3.29 -0.09
C 0.13 1.06 -4.57 -0.04
C -0.15 2.41 -4.75 -0.05
C -0.42 3.23 -3.68 -0.06
C -0.26 2.72 -2.41 -0.10
H 2.36 -1.89 1.83 0.06
H 4.52 -0.86 -0.99 0.15
H 5.44 1.37 -1.71 0.14
H 5.29 3.95 -1.41 0.12
H 3.64 4.77 0.30 0.12
H 1.64 3.44 0.78 0.11
H 1.39 1.13 2.31 0.10
H 0.44 2.00 4.31 0.10
H -1.70 3.26 4.29 0.10
H -2.96 3.39 2.11 0.11
H -1.94 2.56 0.04 0.08
H 0.64 -0.46 -3.11 0.08
H 0.16 0.33 -5.35 0.11
H -0.20 2.82 -5.77 0.13
H -0.87 4.20 -3.79 0.12
H -0.46 3.37 -1.53 0.12
N -2.74 -3.26 -0.67 0.20
C -3.44 -2.04 -0.74 -0.17
C -4.81 -1.77 -0.66 0.02
C -5.20 -0.43 -0.74 -0.04
C -4.28 0.60 -0.99 -0.02
C -2.88 0.30 -0.99 -0.01
C -2.49 -1.01 -0.79 -0.14
N -1.18 -1.68 -0.78 -0.05
C -1.42 -2.99 -0.68 -0.28
C -0.36 -3.95 -0.54 -0.31
C -0.38 -5.35 -0.60 -0.28
S 1.23 -5.96 -0.64 1.13
C 1.87 -4.36 -0.49 -0.37
N 0.93 -3.40 -0.43 -0.11
H -3.20 -4.17 -0.64 0.19
H -5.51 -2.61 -0.51 0.13
H -6.23 -0.23 -0.67 0.10
H -4.66 1.59 -1.13 0.11
H -2.20 1.09 -1.21 0.06
H -1.30 -5.96 -0.56 0.11
H 2.88 -4.13 -0.25 0.09
C -0.24 -1.94 4.94 -0.10
S 0.54 -2.95 3.65 0.57
O 0.69 -4.26 4.29 -0.18
O 1.84 -2.24 3.28 -0.20
O -0.26 -2.89 2.40 -0.17
H 0.46 -1.80 5.77 0.09
H -1.03 -2.58 5.41 0.10
H -0.63 -1.00 4.59 0.06

=====

[5]
55
Properties=species:S:1:pos:R:3:lowdin_charge:R:1 method="wB97M-V/def2-TZVPD" spin_multiplicity=1 homo_lumo_gap_ev=8.491 e_homo_ev=-8.9 lumo_energy_ev=-0.44 total_charge=0
C -4.63 -0.03 -3.04 -0.05
C -3.43 -0.14 -2.10 -0.20
N -3.87 -0.27 -0.71 -0.02
C -4.24 0.81 0.02 -0.40
O -4.97 0.77 0.98 0.07
C -3.67 2.16 -0.44 -0.05
O -2.26 2.07 -0.58 -0.03
C -1.52 2.42 0.50 -0.46
O -1.97 3.03 1.43 0.14
C -0.11 1.99 0.35 -0.14
C 0.37 1.43 -0.82 0.00
C 1.68 0.97 -0.88 0.01
C 2.49 1.06 0.24 -0.16
N 3.82 0.56 0.18 0.10
C 4.17 -0.63 -0.46 -0.34
O 3.41 -1.36 -1.05 0.14
C 5.63 -0.78 -0.25 -0.07
C 6.49 -1.77 -0.66 0.01
C 7.83 -1.64 -0.32 -0.06
C 8.28 -0.55 0.42 -0.06
C 7.40 0.45 0.83 0.01
C 6.08 0.31 0.48 -0.07
C 4.92 1.19 0.77 -0.34
O 4.89 2.24 1.36 0.14
C 2.02 1.63 1.41 0.02
C 0.72 2.10 1.46 0.01
C -3.92 -1.66 -0.24 -0.30
C -4.71 -1.92 1.06 -0.16
C -3.90 -1.47 2.27 -0.19
S -2.19 -1.36 1.66 0.71
O -1.80 0.00 1.44 -0.27
O -1.31 -2.17 2.45 -0.31
C -2.51 -2.14 0.04 -0.14
H -5.24 0.84 -2.79 0.07
H -4.29 0.07 -4.06 0.08
H -5.26 -0.91 -2.97 0.07
H -2.79 0.73 -2.20 0.11
H -2.85 -1.02 -2.37 0.12
H -4.09 2.49 -1.40 0.13
H -3.92 2.89 0.34 0.14
H -0.26 1.35 -1.69 0.11
H 2.05 0.53 -1.80 0.11
H 6.14 -2.62 -1.23 0.12
H 8.54 -2.40 -0.62 0.11
H 9.33 -0.48 0.67 0.11
H 7.74 1.30 1.40 0.12
H 2.66 1.70 2.28 0.12
H 0.32 2.53 2.37 0.13
H -4.39 -2.25 -1.04 0.15
H -5.67 -1.41 1.03 0.12
H -4.88 -3.00 1.10 0.12
H -4.19 -0.48 2.60 0.10
H -3.91 -2.18 3.08 0.10
H -2.45 -3.22 0.16 0.11
H -1.76 -1.79 -0.66 0.11

=====

[6]
66
Properties=species:S:1:pos:R:3:lowdin_charge:R:1 method="wB97M-V/def2-TZVPD" spin_multiplicity=3 homo_lumo_gap_ev="6.634 / 7.388" e_homo_ev="-6.9 / -7.7" lumo_energy_ev="-0.25 / -0.26" total_charge=0
V 1.64 -0.11 2.67 0.67
C -4.04 6.22 -7.48 -0.09
O -2.63 6.27 -7.37 -0.09
C -2.04 5.45 -6.45 -0.29
C -2.74 4.58 -5.62 -0.02
C -2.03 3.79 -4.71 -0.03
C -0.66 3.87 -4.65 -0.27
C 0.04 4.72 -5.50 -0.02
C -0.65 5.51 -6.39 0.00
N 0.08 3.01 -3.76 0.08
N -0.04 3.35 -2.58 0.09
C 0.69 2.53 -1.68 -0.23
C 2.00 2.15 -1.90 -0.01
C 2.70 1.40 -0.96 0.01
C 2.12 0.98 0.24 -0.35
O 2.76 0.24 1.11 -0.19
C 0.76 1.39 0.47 -0.14
N 0.18 0.97 1.64 0.01
C -1.05 1.32 1.92 -0.10
C -1.82 2.12 1.05 -0.04
C -1.27 2.53 -0.13 0.02
C 0.05 2.16 -0.46 -0.09
H -4.30 6.92 -8.27 0.09
H -4.53 6.51 -6.55 0.09
H -4.38 5.22 -7.76 0.09
H -3.81 4.52 -5.66 0.10
H -2.57 3.11 -4.06 0.11
H 1.12 4.75 -5.46 0.11
H -0.14 6.20 -7.06 0.12
H 2.48 2.46 -2.82 0.11
H 3.72 1.10 -1.12 0.12
H -1.46 0.98 2.86 0.12
H -2.83 2.38 1.34 0.11
H -1.82 3.15 -0.83 0.11
O 2.01 0.52 4.10 -0.48
C 2.03 -3.47 0.48 -0.12
C 1.73 -4.01 1.89 -0.53
C 0.94 -5.31 1.81 -0.10
P 1.03 -2.64 2.93 1.05
C 1.47 -3.10 4.68 -0.54
C 2.94 -2.71 4.93 -0.13
C 1.26 -4.55 5.10 -0.12
C -0.84 -2.67 2.89 -0.54
C -1.31 -2.52 1.44 -0.12
C -1.62 -3.75 3.62 -0.11
H 2.57 -4.23 -0.10 0.08
H 2.64 -2.57 0.52 0.06
H 1.11 -3.24 -0.05 0.07
H 2.69 -4.20 2.39 0.10
H 0.01 -5.17 1.26 0.06
H 0.70 -5.73 2.78 0.05
H 1.54 -6.05 1.26 0.08
H 0.83 -2.44 5.28 0.11
H 3.61 -3.33 4.32 0.07
H 3.18 -2.91 5.98 0.08
H 3.12 -1.66 4.73 0.04
H 1.95 -5.21 4.55 0.07
H 0.25 -4.92 4.95 0.05
H 1.51 -4.64 6.16 0.08
H -1.05 -1.72 3.39 0.09
H -1.16 -3.45 0.88 0.06
H -0.78 -1.72 0.92 0.06
H -2.38 -2.30 1.41 0.08
H -1.42 -4.75 3.23 0.07
H -2.69 -3.55 3.50 0.08
H -1.41 -3.75 4.69 0.07